# 1
The following is a DFT calculation (the ωB97M-V functional and the def2-TZVPD basis) of a single CH3N3O2 molecule in a non-equilibrium geometry.

Computed properties:
- ⟨S²⟩ = 2.0085
- energy relative to the best compared isomer or geometry (same formula, charge and spin) (kJ/mol) = 87.6
- orbital gap (spin up / spin down) (Ha) = 0.320 / 0.268
- DFT total energy (eV) = -9645.315
- highest occupied orbital energy (spin up / spin down) (hartree) = -0.289 / -0.377
- E_LUMO (spin up / spin down) (eV) = 0.86 / -2.96
- 2S+1 = 3

Atoms and positions in Å:
C1 0.71647 -0.20211 0.03425
N1 -0.31000 1.86231 -0.06528
N2 0.48809 -1.52034 -0.06317
N3 -0.55040 0.65029 0.03551
O1 1.78564 0.42548 0.06779
O2 -1.69865 0.01400 0.06493
H1 -1.09162 2.60048 0.08453
H2 -0.57771 -1.66415 -0.21823
H3 1.23819 -2.16596 0.05966

***

# 2
The following is a DFT calculation (the ωB97M-V functional and the def2-TZVPD basis) of a single CH3N3O2S molecule in a non-equilibrium geometry.

Computed properties:
- energy relative to the best compared isomer or geometry (same formula, charge and spin) (kJ/mol) = 238.5
- orbital gap (Ha) = 0.367
- DFT total energy (eV) = -20483.108
- highest occupied orbital energy (hartree) = -0.381
- E_LUMO (eV) = -0.39

Atoms and positions in Å:
C1 -1.11449 0.61181 0.51603
N1 -0.16592 0.39172 1.15785
N2 1.25552 -1.57448 -0.16913
N3 -2.11456 0.52678 -0.32076
O1 2.59403 0.12700 0.84613
O2 1.02551 0.68034 -1.00981
S1 1.47970 -0.14656 0.02792
H1 1.72960 -1.97978 0.55177
H2 -1.82473 0.10457 -1.20285
H3 -2.86466 1.25859 -0.39715

***

# 3
The following is a DFT calculation (the ωB97M-V functional and the def2-TZVPD basis) of 2 unconnected molecules or ions with the total composition CH3N3O2Si in a non-equilibrium geometry.

Computed properties:
- energy relative to the best compared isomer or geometry (same formula, charge and spin) (kJ/mol) = 384.8
- orbital gap (spin up / spin down) (Ha) = 0.325 / 0.269
- DFT total energy (eV) = -17522.632
- highest occupied orbital energy (spin up / spin down) (hartree) = -0.392 / -0.326
- E_LUMO (spin up / spin down) (eV) = -1.84 / -1.54

Atoms and positions in Å:
C1 0.71773 -1.72661 -0.00204
N1 0.90696 -2.84453 -0.14625
N2 -1.20620 0.21936 -0.98002
N3 1.08023 1.32546 0.18586
O1 2.24552 1.28895 0.53350
O2 0.54461 2.33787 -0.24148
Si1 0.04938 -0.09936 0.12826
H1 -1.89436 0.94673 -0.68861
H2 -1.59213 -0.61560 -1.43012
H3 -0.85174 -0.83227 2.64091

***

# 4
The following is a DFT calculation (the ωB97M-V functional and the def2-TZVPD basis) of a molecular structure, CH3N3O2Si in a non-equilibrium geometry.

Computed properties:
- energy relative to the best compared isomer or geometry (same formula, charge and spin) (kJ/mol) = 125.2
- orbital gap (Ha) = 0.366
- DFT total energy (eV) = -17525.322
- highest occupied orbital energy (hartree) = -0.396
- E_LUMO (eV) = -0.82

Atoms and positions in Å:
C1 0.65510 1.85924 -0.07958
N1 1.21177 2.78235 0.34004
N2 -1.30296 -0.03205 0.68494
N3 0.95255 -1.32087 -0.25151
O1 2.09799 -1.38997 -0.67726
O2 0.31634 -2.22287 0.25901
Si1 -0.09511 0.23319 -0.49138
H1 -1.06985 -0.73529 1.30049
H2 -1.77220 0.74521 1.05045
H3 -0.99363 0.08106 -2.13520

***

# 5
The following is a DFT calculation (the ωB97M-V functional and the def2-TZVPD basis) of a gas-phase ion, CH3N4 (charge +1) in a non-equilibrium geometry.

Computed properties:
- energy relative to the best compared isomer or geometry (same formula, charge and spin) (kJ/mol) = 410.0
- structure (SMILES) = [H]/N=N/N=C=[NH2+]
- net charge = +1
- orbital gap (Ha) = 0.392
- DFT total energy (eV) = -7034.343
- highest occupied orbital energy (hartree) = -0.610
- E_LUMO (eV) = -5.91

Atoms and positions in Å:
H1 -1.69352 -1.75240 -0.15703
N1 -1.12269 -1.04683 0.09093
N2 -1.79318 -0.02249 -0.04197
N3 -0.89006 1.05696 0.21309
C1 0.21275 0.73887 0.02260
N4 1.46991 0.54186 -0.02477
H2 1.97270 0.61460 -0.85045
H3 1.84408 -0.13057 0.74759

***

# 6
The following is a DFT calculation (the ωB97M-V functional and the def2-TZVPD basis) of a single CH3N5 molecule in a non-equilibrium geometry.

Computed properties:
- energy relative to the best compared isomer or geometry (same formula, charge and spin) (kJ/mol) = 323.9
- structure (SMILES) = [H]/N=c1/nn[nH][nH]1
- orbital gap (Ha) = 0.360
- DFT total energy (eV) = -8531.738
- highest occupied orbital energy (hartree) = -0.341
- E_LUMO (eV) = 0.51

Atoms and positions in Å:
H1 -0.58835 -1.16983 -2.07475
N1 -1.34695 -1.06482 -1.32911
C1 -0.63520 -0.44606 -0.48106
N2 -0.85110 0.29597 0.83882
N3 0.22524 0.81296 1.23873
N4 1.21155 0.69415 0.51080
N5 0.89806 -0.35106 -0.45004
H2 1.95361 1.26406 0.70169
H3 1.48835 -0.12829 -1.40502

***

# 7
The following is a DFT calculation (the ωB97M-V functional and the def2-TZVPD basis) of a single CH3N5Se molecule in a non-equilibrium geometry.

Computed properties:
- energy relative to the best compared isomer or geometry (same formula, charge and spin) (kJ/mol) = 167.3
- orbital gap (spin up / spin down) (Ha) = 0.272 / 0.272
- DFT total energy (eV) = -73877.430
- highest occupied orbital energy (spin up / spin down) (hartree) = -0.288 / -0.288
- E_LUMO (spin up / spin down) (eV) = -0.44 / -0.43

Atoms and positions in Å:
C1 0.14845 1.61204 -0.26676
N1 1.06318 2.46230 -0.76912
N2 2.01933 1.70184 -1.26468
N3 1.75800 0.48908 -1.10218
N4 0.57789 0.39640 -0.53206
N5 0.01184 -0.79322 -0.36525
Se1 3.90682 1.72064 -2.58599
H1 0.68408 -1.38408 -0.62982
H2 -0.21449 -0.80481 0.69992
H3 -0.72225 1.89942 0.20296

***

# 8
The following is a DFT calculation (the ωB97M-V functional and the def2-TZVPD basis) of a single CH3NO2 molecule in a non-equilibrium geometry.

Computed properties:
- energy relative to the best compared isomer or geometry (same formula, charge and spin) (kJ/mol) = 329.3
- structure (SMILES) = O=CNO
- orbital gap (Ha) = 0.403
- DFT total energy (eV) = -6668.251
- highest occupied orbital energy (hartree) = -0.373
- E_LUMO (eV) = 0.80

Atoms and positions in Å:
O1 1.24411 -0.79969 -0.15329
C1 0.71953 0.26539 -0.04321
N1 -0.58318 0.43242 -0.26938
O2 -1.08965 -0.84469 -0.09366
H1 1.09515 1.26114 0.04355
H2 -0.93683 1.20318 0.30996
H3 -0.44913 -1.51774 0.20603

***

# 9
The following is a DFT calculation (the ωB97M-V functional and the def2-TZVPD basis) of a single CH3NO2 molecule in a non-equilibrium geometry.

Computed properties:
- energy relative to the best compared isomer or geometry (same formula, charge and spin) (kJ/mol) = 425.7
- structure (SMILES) = O=CNO
- orbital gap (Ha) = 0.383
- DFT total energy (eV) = -6667.252
- highest occupied orbital energy (hartree) = -0.375
- E_LUMO (eV) = 0.21

Atoms and positions in Å:
O1 -1.21229 -1.11150 -1.37836
C1 -0.55893 -0.58618 -0.36452
N1 0.60087 0.07013 -0.20416
O2 0.34895 1.17917 0.71412
H1 -1.04154 -0.84637 0.60378
H2 1.04465 0.58568 -1.06732
H3 0.81828 0.70908 1.69646

***

# 10
The following is a DFT calculation (the ωB97M-V functional and the def2-TZVPD basis) of a single CH3NO2 molecule in a non-equilibrium geometry.

Computed properties:
- energy relative to the best compared isomer or geometry (same formula, charge and spin) (kJ/mol) = 372.7
- structure (SMILES) = C[N+](=O)[O-]
- orbital gap (Ha) = 0.419
- DFT total energy (eV) = -6667.801
- highest occupied orbital energy (hartree) = -0.410
- E_LUMO (eV) = 0.25

Atoms and positions in Å:
C1 -0.44043 -0.04060 -0.46513
N1 0.53860 0.05146 0.61473
O1 1.71740 0.05023 0.33348
O2 0.11364 0.15637 1.75488
H1 -0.03957 -0.81116 -1.12564
H2 -0.46570 0.90388 -1.00380
H3 -1.42396 -0.31017 -0.10852

***

# 11
The following is a DFT calculation (the ωB97M-V functional and the def2-TZVPD basis) of 2 unconnected molecules or ions with the total composition CH3NO2P in a non-equilibrium geometry.

Computed properties:
- energy relative to the best compared isomer or geometry (same formula, charge and spin) (kJ/mol) = 94.5
- net charge = -1
- orbital gap (Ha) = 0.266
- DFT total energy (eV) = -15959.923
- highest occupied orbital energy (hartree) = -0.112
- E_LUMO (eV) = 4.21

Atoms and positions in Å:
C1 0.68484 -1.43732 0.15784
N1 1.15196 -0.57899 0.80813
O1 0.35274 -2.44787 -0.28939
O2 -1.01406 -0.08125 -1.20328
P1 -1.27741 1.17693 -0.39389
H1 0.75882 0.32960 0.84233
H2 0.02631 2.11912 -0.78628
H3 -0.68319 0.91978 0.86454

***

# 12
The following is a DFT calculation (the ωB97M-V functional and the def2-TZVPD basis) of a molecular structure, CH3NO2P in a non-equilibrium geometry.

Computed properties:
- energy relative to the best compared isomer or geometry (same formula, charge and spin) (kJ/mol) = 85.9
- net charge = -1
- orbital gap (Ha) = 0.265
- DFT total energy (eV) = -15960.012
- highest occupied orbital energy (hartree) = -0.115
- E_LUMO (eV) = 4.09

Atoms and positions in Å:
C1 1.17861 0.25852 -0.21070
N1 0.20307 -0.03149 -1.04738
O1 2.47188 0.01457 -0.61517
O2 1.13790 0.83244 0.88391
P1 -1.15996 0.68203 -0.42796
H1 2.65755 -0.51654 -1.55157
H2 -2.03117 0.48432 -1.70216
H3 -0.79096 2.11727 -0.66325

***

# 13
The following is a DFT calculation (the ωB97M-V functional and the def2-TZVPD basis) of a single CH3NO2S molecule in a non-equilibrium geometry.

Computed properties:
- energy relative to the best compared isomer or geometry (same formula, charge and spin) (kJ/mol) = 87.2
- structure (SMILES) = NSOC=O
- orbital gap (Ha) = 0.371
- DFT total energy (eV) = -17504.566
- highest occupied orbital energy (hartree) = -0.353
- E_LUMO (eV) = 0.50

Atoms and positions in Å:
N1 1.77042 0.36522 0.12633
S1 0.65675 -0.76588 0.48948
O1 -0.81547 0.13648 0.60608
C1 -1.79856 -0.10970 -0.33433
O2 -2.88550 0.30029 -0.15594
H1 2.30089 0.44269 0.89645
H2 2.27773 0.59225 -0.65109
H3 -1.50626 -0.96135 -0.97697

***

# 14
The following is a DFT calculation (the ωB97M-V functional and the def2-TZVPD basis) of 2 unconnected molecules or ions with the total composition CH3NO2S in a non-equilibrium geometry.

Computed properties:
- energy relative to the best compared isomer or geometry (same formula, charge and spin) (kJ/mol) = 702.3
- orbital gap (spin up / spin down) (Ha) = 0.193 / 0.194
- DFT total energy (eV) = -17498.191
- highest occupied orbital energy (spin up / spin down) (hartree) = -0.332 / -0.334
- E_LUMO (spin up / spin down) (eV) = -3.80 / -3.79

Atoms and positions in Å:
C1 -0.10724 -1.06415 -0.01511
N1 -1.13826 -0.11407 -0.21249
O1 -1.57137 0.34819 0.80394
O2 -1.44846 0.14904 -1.34096
S1 1.66436 1.52782 -0.16648
H1 0.59521 -0.99714 0.70108
H2 -0.12367 -1.91534 -0.77558
H3 2.12943 2.06566 1.00562

***

# 15
The following is a DFT calculation (the ωB97M-V functional and the def2-TZVPD basis) of a single CH3NO2S molecule in a non-equilibrium geometry.

Computed properties:
- energy relative to the best compared isomer or geometry (same formula, charge and spin) (kJ/mol) = 86.7
- structure (SMILES) = NSOC=O
- orbital gap (Ha) = 0.368
- DFT total energy (eV) = -17504.572
- highest occupied orbital energy (hartree) = -0.356
- E_LUMO (eV) = 0.34

Atoms and positions in Å:
N1 0.97646 -0.31456 0.43321
S1 -0.09399 -1.38136 -0.19840
O1 -1.57812 -0.69934 0.47315
C1 -2.53177 -0.15825 -0.26862
O2 -3.49462 0.50056 0.14174
H1 1.60475 -0.41323 1.22441
H2 1.06471 0.70746 0.20225
H3 -2.41615 -0.25335 -1.45506

***

# 16
The following is a DFT calculation (the ωB97M-V functional and the def2-TZVPD basis) of a molecular structure, CH3NO2S in a non-equilibrium geometry.

Computed properties:
- ⟨S²⟩ = 2.0105
- energy relative to the best compared isomer or geometry (same formula, charge and spin) (kJ/mol) = 350.4
- orbital gap (spin up / spin down) (Ha) = 0.298 / 0.291
- DFT total energy (eV) = -17498.754
- highest occupied orbital energy (spin up / spin down) (hartree) = -0.280 / -0.425
- E_LUMO (spin up / spin down) (eV) = 0.49 / -3.65
- 2S+1 = 3

Atoms and positions in Å:
C1 -0.29009 1.06203 -0.14894
N1 0.28603 -0.64498 -0.88090
O1 -0.58134 -1.12801 1.45501
O2 1.68473 -0.16205 1.24408
S1 0.38832 -0.40803 0.70203
H1 0.28008 1.76664 -0.62544
H2 -1.29428 0.73705 -0.41915
H3 -0.47344 -1.22266 -1.32668

***

# 17
The following is a DFT calculation (the ωB97M-V functional and the def2-TZVPD basis) of a single CH3NO3 molecule in a non-equilibrium geometry.

Computed properties:
- energy relative to the best compared isomer or geometry (same formula, charge and spin) (kJ/mol) = 256.1
- structure (SMILES) = O=NC(O)O
- orbital gap (Ha) = 0.314
- DFT total energy (eV) = -8714.313
- highest occupied orbital energy (hartree) = -0.317
- E_LUMO (eV) = -0.07

Atoms and positions in Å:
O1 -0.00236 0.09088 2.16161
N1 -0.67026 0.47388 1.25365
C1 -0.31644 -0.19060 -0.38330
O2 0.60184 0.82296 -0.53862
O3 0.25013 -1.32892 -0.94522
H1 -1.29698 -0.01790 -0.88697
H2 0.37392 1.70781 -0.21179
H3 1.06016 -1.55811 -0.44936

***

# 18
The following is a DFT calculation (the ωB97M-V functional and the def2-TZVPD basis) of a gas-phase ion, CH3NO3P (charge -1) in a non-equilibrium geometry.

Computed properties:
- energy relative to the best compared isomer or geometry (same formula, charge and spin) (kJ/mol) = 206.4
- structure (SMILES) = N=[P@]([O-])(O)C=O
- net charge = -1
- orbital gap (spin up / spin down) (Ha) = 0.272 / 0.272
- DFT total energy (eV) = -18008.422
- highest occupied orbital energy (spin up / spin down) (hartree) = -0.119 / -0.119
- E_LUMO (spin up / spin down) (eV) = 4.17 / 4.17

Atoms and positions in Å:
N1 -0.27386 1.55130 -0.60068
P1 0.68773 0.16021 0.11709
O1 1.84567 0.30931 1.05836
O2 1.00985 -0.53220 -1.21005
C1 -0.71734 -0.91576 0.71080
O3 -1.42077 -1.50621 -0.05967
H1 -0.47963 2.39257 -0.09595
H2 0.23499 -0.44288 -1.76825
H3 -0.88664 -1.01633 1.84835

***

# 19
The following is a DFT calculation (the ωB97M-V functional and the def2-TZVPD basis) of a gas-phase ion, CH3NO3P (charge -1) in a non-equilibrium geometry.

Computed properties:
- energy relative to the best compared isomer or geometry (same formula, charge and spin) (kJ/mol) = 430.1
- structure (SMILES) = CP([O-])ON=O
- net charge = -1
- orbital gap (Ha) = 0.293
- DFT total energy (eV) = -18006.103
- highest occupied orbital energy (hartree) = -0.125
- E_LUMO (eV) = 4.56

Atoms and positions in Å:
C1 -1.09584 0.01238 -0.05974
P1 0.14719 -1.45009 0.22540
O1 0.34853 -2.16555 -1.06386
O2 1.54180 -0.21492 0.10786
N1 1.82388 1.09385 0.15218
O3 1.24671 1.83226 0.95407
H1 -1.59621 -0.10929 -0.99686
H2 -0.54827 0.92615 -0.10988
H3 -1.86780 0.07521 0.79083

***

# 20
The following is a DFT calculation (the ωB97M-V functional and the def2-TZVPD basis) of a molecular structure, CH3NO3S in a non-equilibrium geometry.

Computed properties:
- energy relative to the best compared isomer or geometry (same formula, charge and spin) (kJ/mol) = 202.4
- orbital gap (Ha) = 0.364
- DFT total energy (eV) = -19551.217
- highest occupied orbital energy (hartree) = -0.365
- E_LUMO (eV) = -0.02

Atoms and positions in Å:
C1 -0.48034 -0.42786 0.57095
N1 -0.22070 0.75185 0.12389
O1 -0.24601 -0.28254 -2.31327
O2 1.90851 0.41940 -1.34699
O3 -0.46369 -0.87189 1.77375
S1 0.59448 0.79305 -1.79354
H1 -0.52022 -1.39752 -0.39725
H2 -0.00248 1.17596 0.98219
H3 -0.56955 -0.16044 2.40027